[1]
C6H9NO | ωB97M-V with the def2-TZVPD basis set

```
! wB97M-V def2-TZVPD RIJCOSX def2/J DEFGRID3
* xyz 0 1
C -1.915 -1.243 -0.040
C -0.864 -0.445 0.179
C -0.983 1.102 0.211
N 0.405 1.536 0.138
C 1.005 0.416 -0.592
C 1.874 -0.847 -0.554
C 0.598 -0.724 0.330
O 1.032 -0.445 1.654
H -1.798 -2.314 -0.125
H -2.877 -0.817 -0.092
H -1.623 1.441 -0.627
H -1.472 1.499 1.094
H 0.544 2.401 -0.299
H 0.495 0.284 -1.535
H 1.935 -1.336 -1.524
H 2.749 -1.016 0.027
H 0.896 0.507 1.755
*
```

## Properties
E = -9900.9738 eV
structure (SMILES) = C=C1CN[C@H]2C[C@]12O
ΔE to the lowest compared entry with this formula, charge and spin = 4.630 eV
Kohn-Sham gap = 9.6 eV

[2]
C2H7N | ωB97M-V with the def2-TZVPD basis set

```
! wB97M-V def2-TZVPD RIJCOSX def2/J DEFGRID3
* xyz 0 1
C -1.071 -0.208 -0.203
C 0.366 0.386 0.353
N 1.754 -0.070 0.029
H -1.506 0.531 -0.974
H -0.948 -1.204 -0.743
H -1.828 -0.285 0.627
H 0.272 1.501 0.311
H 0.201 0.234 1.361
H 0.870 0.145 -0.829
H 1.890 -1.030 0.068
*
```

## Properties
E = -3673.6930 eV
ΔE to the lowest compared entry with this formula, charge and spin = 3.789 eV
Kohn-Sham gap = 10.5 eV

Q: Look up the ΔE to the lowest compared entry with this formula, charge and spin of the first one.
A: 4.630 eV